Computed, not measured: C4H7NO in the gas phase in a non-equilibrium geometry, with ωB97M-V with the def2-TZVPD basis set.

Calculated values
**Energy relative to the best compared isomer or geometry (same formula, charge and spin)**: 36.1 kcal per mole
**Charge**: 0
**E**: -7798.079 eV
**Gap between HOMO and LUMO**: 9.220 eV

Each line ends with the Mulliken charge.
Positions of all 13 atoms, in Å:
C -1.027 1.511 0.030  -1.10
C -0.051 0.371 -0.027  0.53
C -0.741 -0.961 -0.072  -0.17
O -1.943 -1.059 0.032  -0.51
C 1.290 0.499 -0.077  -0.11
N 2.270 -0.486 0.092  -0.44
H -0.557 2.507 -0.249  0.33
H -1.448 1.657 1.055  0.24
H -1.993 1.312 -0.608  0.26
H -0.147 -1.875 -0.165  0.28
H 1.717 1.517 -0.077  0.27
H 2.079 -1.521 0.257  0.19
H 3.171 -0.241 -0.241  0.21

---

Computed, not measured: a molecular structure, C24H40AsN2P2PdS4, with ωB97M-V with the def2-TZVPD basis set.

Calculated values
**Charge**: +1
**E**: -154751.431 eV
**Gap between HOMO and LUMO**: 7.006 eV

Each line ends with the Mulliken charge.
Positions of all 74 atoms, in Å:
Pd 2.633 0.572 -0.374  0.19
C 1.591 1.115 2.959  -1.33
P 2.769 0.257 1.889  0.96
C 2.828 -1.436 2.536  -1.57
C 4.416 0.920 2.333  -0.88
C 5.427 0.258 1.397  -1.08
P 4.871 0.488 -0.340  1.12
C 5.592 2.090 -0.791  -1.42
C 5.770 -0.735 -1.310  -1.34
H 1.879 0.987 4.004  0.46
H 0.593 0.703 2.811  0.31
H 1.565 2.177 2.715  0.37
H 3.287 -1.434 3.526  0.49
H 3.380 -2.088 1.862  0.43
H 1.817 -1.833 2.607  0.38
H 4.646 0.739 3.385  0.50
H 4.394 2.002 2.178  0.33
H 5.489 -0.814 1.595  0.41
H 6.430 0.671 1.516  0.56
H 6.653 2.112 -0.538  0.46
H 5.070 2.890 -0.268  0.38
H 5.474 2.252 -1.862  0.44
H 6.838 -0.640 -1.110  0.45
H 5.577 -0.563 -2.369  0.36
H 5.436 -1.739 -1.052  0.39
S -0.500 1.245 -3.602  -0.29
As 1.351 0.417 -3.709  0.41
S 2.942 1.379 -2.598  -0.38
S 1.033 -1.694 -0.855  -0.14
S 1.916 -0.913 -5.114  -0.27
C -3.246 4.121 -1.608  -1.58
C -3.225 3.320 -0.296  1.90
C -4.422 2.370 -0.279  -2.13
C -3.337 4.275 0.900  -1.66
C -1.900 2.575 -0.233  0.47
C -0.691 3.274 -0.183  -0.96
C 0.487 2.576 -0.204  -1.24
N 0.559 1.236 -0.273  1.12
C -0.582 0.535 -0.305  -1.98
C -1.811 1.197 -0.272  -0.30
C -0.531 -0.966 -0.401  1.15
C -1.652 -1.692 -0.304  0.78
C -1.871 -3.139 -0.219  -0.03
C -0.952 -4.039 0.176  -0.23
C 0.471 -3.895 0.479  -0.56
N 1.345 -3.025 0.166  -0.24
C -3.334 -3.558 -0.399  2.09
C -4.109 -3.170 0.871  -1.56
C -3.486 -5.066 -0.621  -2.08
C -3.943 -2.842 -1.617  -1.62
H -4.206 4.627 -1.713  0.46
H -3.104 3.465 -2.468  0.33
H -2.461 4.879 -1.629  0.36
H -5.342 2.955 -0.285  0.46
H -4.434 1.748 0.619  0.45
H -4.440 1.724 -1.159  0.43
H -4.252 4.862 0.814  0.46
H -2.500 4.973 0.949  0.32
H -3.374 3.722 1.841  0.38
H -0.660 4.354 -0.156  0.49
H 1.434 3.098 -0.185  0.48
H -2.722 0.628 -0.321  0.70
H -2.574 -1.135 -0.242  -0.64
H -1.304 -5.043 0.371  0.28
H 0.892 -4.735 1.033  0.40
H -3.682 -3.660 1.747  0.34
H -5.150 -3.484 0.778  0.47
H -4.098 -2.092 1.046  0.30
H -3.296 -5.641 0.287  0.42
H -2.822 -5.426 -1.409  0.47
H -4.511 -5.280 -0.923  0.45
H -4.042 -1.765 -1.479  0.28
H -4.944 -3.231 -1.800  0.48
H -3.346 -3.014 -2.515  0.40

---

Computed, not measured: 5 unconnected molecules or ions with the total composition C39H50N8O4 in a non-equilibrium geometry, with ωB97M-V with the def2-TZVPD basis set.

Calculated values
**Energy relative to the best compared isomer or geometry (same formula, charge and spin)**: 75.7 kcal per mole
**Charge**: +6
**E**: -61297.952 eV
**Gap between HOMO and LUMO**: 8.303 eV

Each line ends with the Mulliken charge.
Positions of all 101 atoms, in Å:
N 0.561 -0.793 0.721  1.08
O 0.775 -1.608 -0.130  -0.59
O 1.053 0.329 0.665  -0.65
O -0.209 -1.085 1.585  -0.83
C -3.336 -0.842 -0.638  -1.23
C -3.470 -1.272 0.795  0.82
O -4.128 -2.217 1.193  -0.36
N -2.806 -0.296 1.775  0.10
H -1.810 -0.456 1.713  -0.03
H -2.959 0.653 1.464  0.44
C -3.121 -0.687 3.250  -0.73
H -2.326 -0.984 -1.021  0.19
H -3.681 0.162 -0.888  0.48
H -4.023 -1.501 -1.170  0.38
H -2.885 0.108 3.957  0.37
H -2.502 -1.541 3.524  0.22
H -4.182 -0.931 3.302  0.40
C -1.329 -5.420 -3.218  -0.98
N -1.487 -5.301 -1.771  0.10
C -0.890 -4.364 -1.019  -0.49
C -1.239 -4.271 0.322  -0.51
C -2.246 -4.985 0.864  0.38
C -2.832 -5.953 0.024  -0.67
C -2.477 -6.073 -1.325  -0.41
C -2.677 -4.829 2.329  0.91
C -1.747 -4.729 3.364  -0.30
C -2.188 -4.552 4.711  -0.57
N -3.510 -4.664 4.985  0.04
C -4.436 -4.819 3.972  -0.51
C -4.071 -4.831 2.619  -0.67
C -3.909 -4.479 6.389  -0.87
H -2.203 -4.975 -3.693  0.39
H -1.125 -6.478 -3.380  0.43
H -0.476 -4.805 -3.503  0.23
H -0.140 -3.730 -1.468  0.65
H -0.768 -3.487 0.896  0.44
H -3.578 -6.643 0.390  0.64
H -2.816 -6.863 -1.978  0.43
H -0.698 -4.849 3.135  0.62
H -1.512 -4.546 5.553  0.53
H -5.452 -4.851 4.336  0.44
H -4.816 -4.942 1.845  0.62
H -4.893 -4.937 6.489  0.35
H -3.921 -3.413 6.611  0.33
H -3.180 -5.039 6.975  0.38
C 1.304 11.376 1.448  -0.83
N 1.351 9.915 1.552  -0.01
C 0.237 9.136 1.468  -0.34
C 0.225 7.824 1.794  -0.60
C 1.436 7.191 2.160  0.39
C 2.623 7.946 2.225  -0.66
C 2.510 9.319 1.897  -0.17
C 1.459 5.775 2.620  0.97
C 1.103 4.818 1.719  -0.65
C 1.029 3.486 2.054  -0.35
N 1.240 3.111 3.342  0.13
C 1.638 4.060 4.285  -0.37
C 1.709 5.406 3.922  -0.53
C 1.238 1.680 3.764  -0.54
H 0.573 11.511 0.650  0.37
H 2.308 11.634 1.113  0.37
H 0.984 11.758 2.417  0.33
H -0.669 9.647 1.177  0.45
H -0.723 7.308 1.746  0.49
H 3.556 7.660 2.689  0.48
H 3.345 9.983 2.063  0.44
H 0.878 5.023 0.683  0.50
H 0.848 2.650 1.395  0.47
H 1.837 3.731 5.294  0.45
H 1.886 6.168 4.666  0.56
H 0.842 1.631 4.779  0.39
H 2.169 1.149 3.566  0.31
H 0.525 1.179 3.109  -0.05
C 4.518 -5.181 -6.878  -0.81
N 3.948 -4.063 -6.162  0.03
C 2.587 -3.913 -6.112  -0.46
C 2.013 -2.727 -5.546  -0.40
C 2.859 -1.771 -5.039  0.68
C 4.225 -1.947 -5.056  -0.55
C 4.786 -3.075 -5.673  -0.35
C 2.338 -0.486 -4.439  0.43
C 1.550 -0.493 -3.211  -0.76
C 1.060 0.707 -2.764  -0.21
N 1.258 1.870 -3.399  0.09
C 2.011 1.904 -4.527  -0.44
C 2.516 0.764 -5.126  -0.54
C 0.682 3.151 -2.859  -0.82
H 4.010 -6.106 -6.606  0.35
H 5.587 -5.238 -6.673  0.27
H 4.365 -5.065 -7.951  0.39
H 1.983 -4.736 -6.465  0.48
H 0.939 -2.617 -5.547  0.63
H 4.862 -1.218 -4.577  0.55
H 5.840 -3.282 -5.790  0.43
H 1.317 -1.436 -2.740  0.66
H 0.392 0.646 -1.917  0.39
H 1.913 2.830 -5.074  0.46
H 2.978 0.862 -6.097  0.55
H 0.753 3.047 -1.777  0.14
H -0.382 3.258 -3.073  0.34
H 1.294 4.029 -3.067  0.44

---

Computed, not measured: 2 unconnected molecules or ions with the total composition C9H14 in a non-equilibrium geometry, with ωB97M-V with the def2-TZVPD basis set.

Calculated values
**Energy relative to the best compared isomer or geometry (same formula, charge and spin)**: 31.6 kcal per mole
**Charge**: 0
**E**: -9558.811 eV
**Gap between HOMO and LUMO**: 10.056 eV

Each line ends with the Mulliken charge.
Positions of all 23 atoms, in Å:
C 1.790 0.037 -2.396  -1.29
C 0.448 0.320 -1.688  0.69
C 0.097 -0.536 -0.596  -0.36
C -0.937 -0.206 0.144  -0.16
C -1.722 0.982 0.064  -0.66
C -1.495 1.718 -1.061  -0.27
C -0.363 1.417 -1.908  -0.52
H 2.624 -0.104 -1.666  0.29
H 1.988 0.802 -3.169  0.33
H 1.714 -0.886 -2.935  0.35
H 0.555 -1.549 -0.595  0.28
H -1.048 -0.946 0.960  0.39
H -2.497 1.179 0.869  0.32
H -2.230 2.598 -1.370  0.22
H -0.161 2.072 -2.719  0.36
C 0.736 -0.663 3.112  -0.63
C 0.656 -2.173 3.038  -0.93
H 0.800 -0.154 2.069  0.12
H -0.167 -0.347 3.645  0.21
H 1.570 -0.350 3.675  0.38
H -0.419 -2.513 2.880  0.24
H 1.076 -2.591 2.148  0.26
H 0.930 -2.589 3.945  0.38

---

Computed, not measured: a molecular structure, C19H24ClNSiTl in a non-equilibrium geometry, with ωB97M-V with the def2-TZVPD basis set.

Calculated values
**Charge**: -1
**E**: -46672.041 eV
**Gap between HOMO and LUMO (spin up / spin down)**: 3.133 / 3.132 eV

Each line ends with the Mulliken charge.
Positions of all 47 atoms, in Å:
C 2.498 -2.439 0.653  -0.71
C 2.568 -2.476 -0.758  -0.50
C 1.243 -2.467 -1.253  -0.82
H 3.468 -2.511 -1.349  0.50
C 0.363 -2.388 -0.152  -0.27
C 1.143 -2.382 1.025  -0.12
H 0.770 -2.279 2.030  0.32
H 3.337 -2.386 1.326  0.44
H 0.958 -2.451 -2.291  0.51
H -0.712 -2.329 -0.201  0.47
Tl 1.627 -0.432 -0.217  1.12
Cl 2.328 0.797 1.506  -0.44
C 1.734 2.481 -4.945  -0.58
C 0.521 1.849 -5.283  -0.57
C 0.827 0.631 -5.923  -0.56
H -0.474 2.233 -5.086  0.39
C 2.230 0.510 -5.979  -0.57
C 2.791 1.653 -5.375  -0.55
H 3.850 1.860 -5.261  0.38
H 1.837 3.436 -4.441  0.39
H 0.109 -0.087 -6.304  0.38
H 2.782 -0.318 -6.412  0.39
C 1.351 -0.513 4.051  -1.22
Si -0.201 -0.005 3.069  0.24
C -1.487 -1.221 3.690  -1.10
C -0.644 1.679 3.743  -1.01
N -0.134 0.094 1.198  -0.01
C -1.412 0.440 0.679  -0.34
C -2.471 -0.484 0.743  0.15
C -3.763 -0.114 0.377  -1.20
C -4.017 1.190 -0.048  -0.40
C -2.971 2.117 -0.116  -0.60
C -1.668 1.742 0.242  -0.10
H 1.069 -0.566 5.124  0.41
H 2.162 0.234 3.994  0.34
H 1.748 -1.504 3.770  0.33
H -1.464 -1.227 4.799  0.36
H -2.503 -0.922 3.373  0.35
H -1.256 -2.242 3.325  0.31
H 0.144 2.407 3.459  0.22
H -1.620 2.004 3.333  0.28
H -0.708 1.622 4.850  0.33
H -2.310 -1.495 1.102  0.48
H -4.572 -0.834 0.441  0.36
H -5.025 1.483 -0.308  0.37
H -3.176 3.133 -0.422  0.40
H -0.874 2.477 0.226  0.43